# 1
A 7-piece molecular cluster, C7H17Cl6N5O10 overall in a non-equilibrium geometry. Source: the Open Molecules 2025 dataset; level of theory: the ωB97M-V functional and the def2-TZVPD basis.

Properties
relative energy (zero: lowest compared OMol25 entry of this formula, charge and spin): 0.00 kcal/mol
2S+1: 1
frontier orbital gap: 10.68 eV
electronic energy: -110580.2413 eV
lowest unoccupied orbital energy: -0.2756 eV
SMILES: C[N+](=O)[O-].C[N+](=O)[O-].C[N+](=O)[O-].C[N+](=O)[O-].C[N+](=O)[O-].ClC(Cl)Cl.ClC(Cl)Cl

XYZ file:
```
45
Properties=species:S:1:pos:R:3:mulliken_charge:R:1
C 1.712 3.170 3.854 -0.80
N 0.660 2.345 3.166 0.89
O 1.020 1.275 2.675 -0.52
O -0.433 2.825 3.015 -0.48
H 1.948 4.022 3.236 0.29
H 2.542 2.517 3.981 0.32
H 1.255 3.424 4.795 0.31
C -3.213 0.744 3.160 -0.47
N -3.121 1.756 4.271 0.93
O -2.489 1.351 5.264 -0.55
O -3.647 2.818 4.171 -0.55
H -4.113 0.970 2.596 0.28
H -3.287 -0.156 3.753 0.29
H -2.283 0.838 2.644 0.07
C -0.840 4.298 -1.753 -0.75
N 0.436 3.650 -1.411 0.79
O 1.358 3.761 -2.209 -0.50
O 0.493 3.060 -0.371 -0.40
H -1.471 3.481 -2.100 0.27
H -0.642 5.007 -2.545 0.31
H -1.260 4.778 -0.888 0.29
C -1.494 -2.341 -3.088 -0.31
N -2.748 -3.086 -2.891 0.91
O -2.645 -3.981 -2.036 -0.53
O -3.674 -2.980 -3.672 -0.54
H -0.910 -2.900 -3.802 0.30
H -1.056 -2.372 -2.116 -0.16
H -1.673 -1.328 -3.385 0.30
C -0.231 -5.450 -0.904 -0.37
N 1.107 -5.764 -0.399 0.92
O 1.685 -4.912 0.285 -0.52
O 1.561 -6.854 -0.676 -0.53
H -1.008 -5.728 -0.221 0.31
H -0.407 -5.982 -1.825 0.33
H -0.354 -4.415 -1.114 -0.12
Cl 4.050 0.731 -0.730 -0.06
C 4.990 0.541 -2.207 0.01
Cl 6.736 0.738 -1.961 -0.14
Cl 4.397 1.723 -3.395 -0.11
H 4.911 -0.460 -2.603 0.29
Cl 0.703 0.173 -2.159 -0.12
C 0.499 -0.130 -0.447 0.13
Cl 1.111 -1.760 0.031 -0.10
Cl -1.211 -0.040 -0.048 -0.12
H 1.036 0.646 0.062 0.21
```

***

# 2
A 2-piece molecular cluster, C7H17ClNO3 overall. Source: the Open Molecules 2025 dataset; level of theory: the ωB97M-V functional and the def2-TZVPD basis.

Properties
2S+1: 1
frontier orbital gap: 4.61 eV
net charge: -1
electronic energy: -27688.0331 eV
lowest unoccupied orbital energy: 2.7424 eV

XYZ file:
```
29
Properties=species:S:1:pos:R:3:mulliken_charge:R:1
C -1.137 -2.588 0.641 -0.98
C -0.361 -2.779 1.931 -0.35
O 0.147 -1.602 2.512 -0.38
C 1.139 -0.938 1.741 -0.59
C 0.549 0.302 1.085 -0.20
O 1.475 0.962 0.236 -0.38
C 1.674 0.355 -1.016 -0.60
C 0.736 0.933 -2.043 -0.15
N -0.593 0.453 -1.863 -0.47
Cl 1.424 0.379 -3.681 -0.28
H -0.503 -2.351 -0.202 0.14
H -1.895 -1.827 0.766 0.31
H -1.637 -3.523 0.423 0.45
H -1.040 -3.203 2.658 0.33
H 0.435 -3.508 1.762 0.33
H 1.619 -1.605 1.029 0.40
H 1.902 -0.596 2.430 0.29
H 0.321 0.992 1.882 0.27
H -0.369 0.094 0.548 0.26
H 1.558 -0.726 -0.997 0.26
H 2.683 0.587 -1.329 0.39
H 0.756 2.008 -2.015 0.42
H -1.153 0.785 -2.643 0.27
H -0.563 -0.559 -1.972 0.21
C -1.436 3.617 -0.398 -0.12
O -1.542 4.718 -1.156 -0.90
H -0.531 3.558 0.283 0.02
H -2.281 3.422 0.333 0.22
H -1.377 2.641 -0.944 -0.16
```

***

# 3
C7H17F3LiN2O9S as an isolated structure in a non-equilibrium geometry. Source: the Open Molecules 2025 dataset; level of theory: the ωB97M-V functional and the def2-TZVPD basis.

Properties
relative energy (zero: lowest compared OMol25 entry of this formula, charge and spin): 44.79 kcal/mol
2S+1: 1
frontier orbital gap: 6.32 eV
net charge: -1
electronic energy: -48134.0990 eV
lowest unoccupied orbital energy: 1.9892 eV

XYZ file:
```
40
Properties=species:S:1:pos:R:3:mulliken_charge:R:1
Li 0.824 -0.527 -0.656 0.92
N 3.466 0.735 -1.528 0.98
O 2.311 0.479 -1.790 -0.68
O 3.714 1.779 -0.902 -0.62
O 4.342 -0.037 -1.824 -0.68
C 2.889 -1.680 3.365 0.51
F 3.222 -2.740 2.578 -0.24
F 1.712 -1.943 3.924 -0.23
F 3.823 -1.555 4.362 -0.23
S 2.699 -0.128 2.126 1.06
O 4.037 0.311 1.822 -0.63
O 1.908 -0.584 0.988 -0.62
O 1.953 0.906 2.866 -0.77
C -2.831 -0.229 0.122 -1.44
C -1.938 0.922 -0.396 0.25
C -2.530 2.305 -0.007 -0.84
O -1.816 3.272 -0.739 -0.28
C -2.202 4.576 -0.290 -0.78
N -0.563 0.815 0.113 -0.42
H -3.862 -0.058 -0.186 0.42
H -2.885 -0.057 1.197 0.39
H -2.514 -1.234 -0.158 0.13
H -1.831 0.940 -1.481 0.39
H -2.456 2.367 1.078 0.39
H -3.595 2.233 -0.226 0.42
H -1.772 5.414 -0.839 0.25
H -1.880 4.599 0.751 0.34
H -3.273 4.772 -0.354 0.29
H -0.338 1.695 -0.327 0.32
H -0.615 0.934 1.115 0.20
C -0.503 -2.680 -2.082 -0.26
C 0.452 -3.419 -1.128 -0.56
O 0.522 -2.745 0.155 -0.31
O -0.131 -1.265 -2.248 -0.30
H -1.486 -2.737 -1.614 0.13
H -0.619 -3.087 -3.087 0.38
H 1.485 -3.597 -1.425 0.26
H 0.023 -4.404 -0.944 0.44
H -0.009 -3.250 0.775 0.21
H 0.266 -1.097 -3.106 0.22
```

***

# 4
C7H17N as an isolated structure in a non-equilibrium geometry. Source: the Open Molecules 2025 dataset; level of theory: the ωB97M-V functional and the def2-TZVPD basis.

Properties
relative energy (zero: lowest compared OMol25 entry of this formula, charge and spin): 113.69 kcal/mol
2S+1: 1
frontier orbital gap: 8.68 eV
electronic energy: -9020.2948 eV
lowest unoccupied orbital energy: 0.9101 eV

XYZ file:
```
25
Properties=species:S:1:pos:R:3:mulliken_charge:R:1
C 2.052 0.187 -1.291 -0.39
C 2.526 -0.748 -0.192 -0.97
C 0.960 1.081 -1.213 -0.08
N -0.027 1.166 -0.296 -0.65
C -2.693 -1.579 -0.267 -1.16
C -1.999 -0.252 -0.647 -0.55
C -0.606 -0.120 0.026 0.85
C -0.767 -0.214 1.566 -1.76
H 2.820 0.498 -1.987 0.43
H 0.930 -0.032 -1.890 0.29
H 3.318 -1.350 -0.622 0.35
H 2.785 -0.208 0.724 0.27
H 1.724 -1.371 0.208 0.24
H 1.131 1.977 -1.815 0.35
H 1.547 3.779 2.567 0.01
H 1.585 4.030 1.885 -0.02
H -3.706 -1.741 -0.607 0.40
H -2.710 -1.722 0.798 0.29
H -2.048 -2.335 -0.723 0.28
H -1.982 -0.035 -1.717 0.29
H -2.617 0.572 -0.256 0.29
H 0.012 -0.999 -0.171 0.04
H 0.216 0.026 1.974 0.40
H -1.052 -1.184 1.972 0.43
H -1.400 0.572 1.974 0.35
```

***

Repeat the first record exactly.
A 7-piece molecular cluster, C7H17Cl6N5O10 overall in a non-equilibrium geometry. Source: the Open Molecules 2025 dataset; level of theory: the ωB97M-V functional and the def2-TZVPD basis.

Properties
relative energy (zero: lowest compared OMol25 entry of this formula, charge and spin): 0.00 kcal/mol
2S+1: 1
frontier orbital gap: 10.68 eV
electronic energy: -110580.2413 eV
lowest unoccupied orbital energy: -0.2756 eV
SMILES: C[N+](=O)[O-].C[N+](=O)[O-].C[N+](=O)[O-].C[N+](=O)[O-].C[N+](=O)[O-].ClC(Cl)Cl.ClC(Cl)Cl

XYZ file:
```
45
Properties=species:S:1:pos:R:3:mulliken_charge:R:1
C 1.712 3.170 3.854 -0.80
N 0.660 2.345 3.166 0.89
O 1.020 1.275 2.675 -0.52
O -0.433 2.825 3.015 -0.48
H 1.948 4.022 3.236 0.29
H 2.542 2.517 3.981 0.32
H 1.255 3.424 4.795 0.31
C -3.213 0.744 3.160 -0.47
N -3.121 1.756 4.271 0.93
O -2.489 1.351 5.264 -0.55
O -3.647 2.818 4.171 -0.55
H -4.113 0.970 2.596 0.28
H -3.287 -0.156 3.753 0.29
H -2.283 0.838 2.644 0.07
C -0.840 4.298 -1.753 -0.75
N 0.436 3.650 -1.411 0.79
O 1.358 3.761 -2.209 -0.50
O 0.493 3.060 -0.371 -0.40
H -1.471 3.481 -2.100 0.27
H -0.642 5.007 -2.545 0.31
H -1.260 4.778 -0.888 0.29
C -1.494 -2.341 -3.088 -0.31
N -2.748 -3.086 -2.891 0.91
O -2.645 -3.981 -2.036 -0.53
O -3.674 -2.980 -3.672 -0.54
H -0.910 -2.900 -3.802 0.30
H -1.056 -2.372 -2.116 -0.16
H -1.673 -1.328 -3.385 0.30
C -0.231 -5.450 -0.904 -0.37
N 1.107 -5.764 -0.399 0.92
O 1.685 -4.912 0.285 -0.52
O 1.561 -6.854 -0.676 -0.53
H -1.008 -5.728 -0.221 0.31
H -0.407 -5.982 -1.825 0.33
H -0.354 -4.415 -1.114 -0.12
Cl 4.050 0.731 -0.730 -0.06
C 4.990 0.541 -2.207 0.01
Cl 6.736 0.738 -1.961 -0.14
Cl 4.397 1.723 -3.395 -0.11
H 4.911 -0.460 -2.603 0.29
Cl 0.703 0.173 -2.159 -0.12
C 0.499 -0.130 -0.447 0.13
Cl 1.111 -1.760 0.031 -0.10
Cl -1.211 -0.040 -0.048 -0.12
H 1.036 0.646 0.062 0.21
```

***

> Number 4 is which compound?

C7H17N

***

> 2S+1 of number 4 (C7H17N)?

1